[1]
Molecular formula: C4H11N3O2
Method: DFT, ωB97M-V/def2-TZVPD

* energy relative to the best compared isomer or geometry (same formula, charge and spin): 3.211 eV
* charge: 0
* LUMO: 0.674 eV
* SMILES: [H]/N=C(\N)NC.CC(=O)O

Last column: Löwdin charge in e.
Atoms and positions in Å:
C1 0.553 0.646 2.486  0.00
C2 0.217 2.156 2.233  -0.50
O1 1.454 2.927 2.033  -0.07
O2 -0.763 2.801 2.248  0.13
H1 -0.195 -0.153 2.608  0.08
H2 1.468 0.590 3.217  0.12
H3 1.058 0.353 1.527  0.06
C3 0.882 -0.485 -2.262  -0.11
C4 -1.102 -1.118 -1.150  -0.62
N1 -2.067 -0.408 -0.703  0.10
N2 0.296 -0.829 -0.943  -0.07
N3 -1.135 -2.389 -1.619  0.12
H4 1.444 3.560 2.906  0.18
H5 -3.123 -0.552 -0.886  0.08
H6 0.430 -0.096 -0.263  0.06
H7 -0.330 -2.793 -2.108  0.10
H8 -2.006 -2.880 -1.609  0.09
H9 1.190 -1.510 -2.556  0.06
H10 1.718 0.155 -2.182  0.05
H11 0.011 0.027 -2.979  0.14



[2]
Molecular formula: C4H11N3O2
Method: DFT, ωB97M-V/def2-TZVPD

* energy relative to the best compared isomer or geometry (same formula, charge and spin): 1.882 eV
* charge: 0
* LUMO: 0.604 eV
* SMILES: [H]/N=C(/N)NC.CC(=O)O

Last column: Löwdin charge in e.
Atoms and positions in Å:
C1 0.161 -1.872 -1.909  -0.12
C2 1.556 -0.935 -0.067  -0.61
N1 2.481 -0.390 -0.725  0.13
N2 0.325 -1.472 -0.537  -0.05
N3 1.761 -1.070 1.304  0.10
H1 2.517 -0.112 -1.686  0.03
H2 -3.423 2.778 1.898  0.12
H3 0.232 -2.290 0.107  0.13
H4 2.067 -0.202 1.728  0.10
H5 1.221 -1.749 1.820  0.08
H6 -0.663 -2.528 -2.060  0.06
H7 1.119 -2.207 -2.362  0.09
H8 -0.270 -1.007 -2.463  0.09
C3 -1.094 1.638 0.139  0.00
C4 -1.540 2.114 1.494  -0.55
O1 -2.907 2.043 1.553  0.06
O2 -0.866 2.803 2.205  0.10
H9 -0.667 2.499 -0.391  0.10
H10 -1.790 0.975 -0.374  0.08
H11 -0.220 0.985 0.326  0.06



[3]
Molecular formula: C4H11N3O2
Method: DFT, ωB97M-V/def2-TZVPD

* energy relative to the best compared isomer or geometry (same formula, charge and spin): 1.423 eV
* charge: 0
* LUMO: 0.876 eV
* SMILES: [H]/N=C(\N)NC.CC(=O)O

Last column: Löwdin charge in e.
Atoms and positions in Å:
C1 1.116 -0.273 1.673  -0.11
C2 0.098 -2.132 0.591  -0.55
N1 0.130 -1.424 -0.459  0.12
N2 0.968 -1.752 1.667  -0.05
N3 -0.460 -3.383 0.722  0.13
H1 0.499 0.937 -0.280  0.06
H2 -0.398 -1.492 -1.312  0.06
H3 1.848 -2.244 1.609  0.11
H4 -1.189 -3.618 0.081  0.09
H5 -0.110 -3.875 1.522  0.09
H6 1.382 -0.099 2.722  0.08
H7 0.198 0.235 1.451  0.06
H8 1.865 0.007 0.934  0.08
C3 -0.938 3.294 -1.911  0.01
C4 -0.842 1.974 -1.122  -0.60
O1 0.356 1.846 -0.609  0.10
O2 -1.814 1.268 -1.001  0.08
H9 0.054 3.559 -2.297  0.08
H10 -1.196 4.075 -1.202  0.08
H11 -1.565 3.096 -2.780  0.08



[4]
Molecular formula: C4H11N3O2
Method: DFT, ωB97M-V/def2-TZVPD

* energy relative to the best compared isomer or geometry (same formula, charge and spin): 0.666 eV
* charge: 0
* LUMO: 0.843 eV
* SMILES: CN=C(N)N.CC(=O)O

Last column: Löwdin charge in e.
Atoms and positions in Å:
C1 2.582 -2.591 0.501  0.01
C2 1.615 -1.623 -0.063  -0.58
O1 0.448 -1.725 0.605  0.04
O2 1.784 -0.836 -0.971  0.06
H1 2.635 -3.408 -0.229  0.10
H2 2.137 -3.149 1.319  0.08
H3 3.551 -2.306 0.744  0.06
C3 -1.835 0.800 1.711  -0.14
C4 -1.113 1.495 -0.447  -0.51
N1 -1.073 0.618 0.502  -0.04
N2 -0.306 1.355 -1.577  0.12
N3 -2.031 2.537 -0.482  0.14
H4 -0.005 -0.830 0.251  0.11
H5 -2.912 0.978 1.688  0.06
H6 -1.352 1.673 2.257  0.10
H7 0.348 0.590 -1.388  0.05
H8 0.281 2.153 -1.826  0.10
H9 -2.913 2.281 -0.099  0.07
H10 -2.063 3.010 -1.370  0.09
H11 -1.520 -0.073 2.327  0.08



[5]
Molecular formula: C4H11N3O2
Method: DFT, ωB97M-V/def2-TZVPD

* energy relative to the best compared isomer or geometry (same formula, charge and spin): 0.569 eV
* charge: +1
* LUMO (spin up / spin down): -2.707 / -7.132 eV
* <S²>: 0.756
* multiplicity: 2

Last column: Löwdin charge in e.
Atoms and positions in Å:
C1 2.944 -0.714 -0.031  0.08
C2 1.860 -0.953 -1.188  -0.58
O1 0.722 -1.196 -0.787  0.03
O2 2.394 -0.928 -2.291  0.31
H1 2.839 -1.393 0.810  0.10
H2 2.833 0.318 0.311  0.10
H3 3.895 -0.801 -0.529  0.08
C3 -0.631 1.060 2.410  -0.05
C4 -1.723 0.638 0.320  -0.46
N1 -0.688 0.427 1.107  0.06
N2 -2.793 1.289 0.771  0.21
N3 -1.734 0.201 -0.920  0.22
H4 0.144 0.113 0.646  0.11
H5 -1.237 0.524 3.146  0.10
H6 -0.767 2.144 2.384  0.11
H7 -3.021 1.292 1.750  0.12
H8 -3.601 1.416 0.173  0.14
H9 -0.922 -0.273 -1.294  0.09
H10 -2.604 0.081 -1.402  0.13
H11 0.361 0.923 2.825  0.09



[6]
Molecular formula: C4H11N3O3
Method: DFT, ωB97M-V/def2-TZVPD

* energy relative to the best compared isomer or geometry (same formula, charge and spin): 2.555 eV
* charge: 0
* LUMO: 0.669 eV

Last column: Löwdin charge in e.
Atoms and positions in Å:
C1 -2.067 0.454 -0.696  -0.02
C2 1.058 -0.873 -1.930  0.01
N1 -0.907 -0.335 -0.260  0.01
C3 0.559 0.093 -0.893  -0.52
O1 0.693 1.303 -0.913  0.02
H1 -1.047 -1.328 -0.425  0.15
H2 -2.900 0.276 -0.017  0.10
H3 -1.795 1.507 -0.681  0.09
H4 -2.346 0.181 -1.713  0.10
H5 0.816 -1.900 -1.661  0.08
H6 2.141 -0.773 -1.981  0.10
H7 0.622 -0.621 -2.899  0.09
C4 -0.565 -0.287 1.332  -0.56
N2 2.341 -0.029 1.155  0.03
N3 -0.415 1.011 1.769  0.17
O2 1.207 -0.671 0.622  -0.26
O3 -1.002 -1.204 1.986  0.06
H8 2.635 -0.612 1.935  0.08
H9 2.008 0.861 1.534  0.06
H10 -0.175 1.721 1.091  0.09
H11 -0.862 1.227 2.644  0.12



[7]
Molecular formula: C4H11N3S
Method: DFT, ωB97M-V/def2-TZVPD

* energy relative to the best compared isomer or geometry (same formula, charge and spin): 5.266 eV
* charge: 0
* LUMO: 0.651 eV
* SMILES: CNC[C@H](N)/C=N\S

Last column: Löwdin charge in e.
Atoms and positions in Å:
C1 -0.539 0.268 -2.410  -0.25
C2 0.415 -0.367 -0.355  -0.28
C3 0.022 -0.567 1.098  -0.43
C4 0.098 0.826 1.679  -0.22
H1 0.181 -0.610 -2.799  0.10
H2 -0.212 1.490 -2.795  0.15
H3 -1.610 0.147 -2.857  0.08
H4 -1.351 -0.951 -1.480  0.17
H5 1.243 0.415 -0.427  0.05
H6 0.551 -1.405 -0.793  0.13
H7 0.945 -1.130 1.432  0.13
H8 -1.289 -2.201 1.258  0.09
H9 -2.145 -0.633 1.213  0.09
H10 -0.943 1.156 1.942  0.12
H11 3.026 2.005 2.241  -0.03
N1 -0.816 -0.020 -1.051  -0.19
N2 -1.286 -1.171 1.536  0.01
N3 1.067 1.666 1.439  -0.40
S1 2.643 1.080 1.130  0.67



Number 1: E -473.6848 Ha. Number 2: E -473.7336 Ha. Number 3: E -473.7505 Ha. Number 4: E -473.7783 Ha. Number 5: E -473.4975 Ha. Number 6: E -548.9097 Ha. Number 7: E -721.2751 Ha.